[1]
Below is 2 unconnected molecules or ions with the total composition C5H13NO2 in a non-equilibrium geometry, with properties calculated with ωB97M-V/def2-TZVPD.

The geometry in XYZ format:
```
21
Properties=species:S:1:pos:R:3:forces:R:3
C -2.7037 1.5508 0.0778 0.6 1.3 -1.2
C -1.2477 1.9187 0.3503 0.3 0.0 0.7
C -0.2104 1.0909 -0.3919 1.3 0.8 0.4
N 0.1254 -0.1338 0.3320 -0.6 -0.1 -1.3
C 0.8052 -1.1542 -0.2749 0.7 -0.6 1.2
C 1.4897 -0.9529 -1.5979 0.1 -1.4 0.4
O 0.9387 -2.2061 0.3392 -0.5 0.0 -0.5
H -3.0328 0.6251 0.5328 -0.1 0.0 0.0
H -3.3353 2.4082 0.2910 -0.3 -0.2 0.7
H -2.7871 1.5359 -1.0152 -0.2 -0.7 0.0
H -0.9843 2.9735 0.2413 -0.6 0.1 -0.9
H -1.0135 1.8737 1.4156 -0.1 -0.6 0.2
H -0.3539 0.9467 -1.4671 -0.8 -0.3 0.2
H 0.6989 1.7064 -0.4084 0.1 -0.1 0.2
H -0.5737 -0.5133 0.9545 0.1 0.2 0.3
H 2.1226 -1.8299 -1.7247 -0.5 -0.4 -0.2
H 2.2543 -0.2210 -1.5475 0.1 1.6 -0.2
H 0.7615 -0.8844 -2.3996 0.2 0.4 -0.2
O 2.6877 -2.9281 2.2616 0.7 -0.1 0.7
H 2.4484 -3.3254 1.4231 -0.4 0.3 -0.1
H 1.9100 -2.4808 2.6079 -0.1 -0.2 -0.5
```
Forces are in eV/Å.

- calculated total energy (hartree) = -403.539038
- net charge = 0
- multiplicity = 1
- energy above the lowest of the compared OMol25 structures with the same formula, charge and spin (kcal/mol) = 23.6
- highest occupied orbital energy (Ha) = -0.35858
- SMILES = CCCNC(C)=O.O
- E_LUMO (hartree) = 0.027
- Kohn-Sham gap (Ha) = 0.3858



[2]
Below is 3 unconnected molecules or ions with the total composition C5H13NO2 in a non-equilibrium geometry, with properties calculated with ωB97M-V/def2-TZVPD.

The geometry in XYZ format:
```
21
Properties=species:S:1:pos:R:3:forces:R:3
C 0.4224 -0.4335 -0.3595 3.0 1.2 -0.3
C -0.0796 0.8251 -0.0830 -2.1 -0.7 0.2
C 0.7019 -1.4960 0.6481 -0.1 -0.1 0.1
C -0.1874 1.4663 1.2576 -0.1 -0.1 0.0
C 2.1379 0.7632 -0.4782 -0.8 -1.5 -0.1
N -2.0838 -0.1963 -0.3013 -0.4 1.0 0.0
O -2.4184 -1.5552 0.0456 0.4 0.2 -0.4
O -2.1528 -0.1363 -1.7491 -0.1 -0.2 0.5
H -2.0220 -2.1057 -0.6524 0.0 0.0 0.1
H -3.0895 0.0309 -1.9369 0.2 -0.1 0.1
H 0.3263 -0.7588 -1.3901 -0.1 0.1 0.0
H -0.3327 1.4420 -0.9370 -0.1 -0.1 0.0
H 1.4998 -2.1593 0.3101 0.0 0.1 0.0
H -0.2084 -2.0939 0.7646 0.1 0.1 0.0
H 0.9686 -1.0959 1.6253 0.0 0.0 0.0
H 0.2275 2.4758 1.2419 0.0 -0.1 0.0
H -1.2539 1.5450 1.4878 0.0 0.0 -0.1
H 0.2897 0.8974 2.0538 0.0 0.0 -0.1
H 2.0649 1.7510 -0.9239 -0.3 -0.1 0.0
H 2.5529 0.7665 0.5242 0.0 0.0 0.0
H 2.6366 0.0678 -1.1475 0.2 0.1 0.1
```
Forces are in eV/Å.

- calculated total energy (hartree) = -403.268083
- net charge = 0
- multiplicity = 1
- energy above the lowest of the compared OMol25 structures with the same formula, charge and spin (kcal/mol) = 193.6
- highest occupied orbital energy (alpha / beta) (Ha) = -0.23040 / -0.23000
- E_LUMO (alpha / beta) (hartree) = 0.027 / 0.027
- Kohn-Sham gap (alpha / beta) (Ha) = 0.2572 / 0.2568



[3]
Below is a molecular structure, C5H13NO2 in a non-equilibrium geometry, with properties calculated with ωB97M-V/def2-TZVPD.

The geometry in XYZ format:
```
21
Properties=species:S:1:pos:R:3:forces:R:3
C -0.5055 -0.4794 1.7138 -5.9 4.8 6.9
N -0.8220 0.9148 1.9871 1.6 -4.0 -2.7
C 1.1954 -0.1533 -1.0498 0.7 -0.8 -1.1
C -0.0408 -0.6924 -1.0804 -0.2 0.7 1.2
C -0.3586 -1.8600 -0.1901 -0.1 -3.7 -5.5
O 0.4935 -2.0018 0.8329 1.1 0.7 -0.1
C 1.4369 1.2031 -1.6218 0.5 -0.3 1.8
H 0.1921 -0.8448 0.8972 4.1 -0.8 -1.2
H -1.2616 -1.0970 1.1158 -0.1 2.3 1.8
H -0.2541 -0.9272 2.6723 0.5 -0.3 -0.4
H -0.0341 1.3667 2.4211 0.0 0.3 0.8
H 2.0657 -0.7183 -0.6681 -0.7 0.3 0.2
H -0.8194 -0.0268 -1.4783 0.0 -0.7 0.1
H -0.1959 -2.7572 -0.8499 -0.4 0.1 0.6
H -1.4135 -1.9137 0.1351 -0.1 -0.5 -0.9
H 0.5688 1.6784 -1.1541 0.1 1.1 -0.4
H 2.3796 1.5868 -1.1911 -0.4 0.1 -0.5
H 1.3749 1.3467 -2.6834 0.1 -0.3 -0.5
H -1.0346 1.3667 1.0185 0.1 0.8 -0.8
H -1.9503 2.1307 -0.3784 0.3 0.1 -0.4
O -1.0167 1.8780 -0.4484 -1.0 -0.2 1.2
```
Forces are in eV/Å.

- calculated total energy (hartree) = -403.195160
- net charge = 0
- multiplicity = 1
- energy above the lowest of the compared OMol25 structures with the same formula, charge and spin (kcal/mol) = 239.4
- highest occupied orbital energy (Ha) = -0.30418
- E_LUMO (hartree) = -0.093
- Kohn-Sham gap (Ha) = 0.2107